Density functional theory data (ωB97M-V/def2-TZVPD) for a cluster of 21 separate species, C59H154N6O21 in total in a non-equilibrium geometry.

Values from the calculation:
HOMO energy (Ha): -0.288
Frontier orbital gap (eV): 7.751
M (g/mol): 1283.9
E (hartree): -4248.4396

Structure (XYZ):
```
240
Properties=species:S:1:pos:R:3:forces:R:3
O -4.17016 7.36917 4.20106 -0.37 -0.04 -0.13
O -0.96200 -4.59874 -1.94760 1.69 -0.15 2.51
O 0.69164 4.42775 -0.72536 1.48 0.19 1.55
O 3.55845 3.75256 -2.36566 -0.25 -0.30 -0.53
O -1.66914 -4.23662 1.13540 -0.24 -0.29 0.34
O 2.27253 6.22788 -2.07085 0.23 1.06 -0.30
O -3.75414 -0.73311 3.46819 -1.34 0.12 -1.15
O 2.38539 -2.72503 -1.65011 -0.23 0.19 -0.14
O -0.34519 -1.81779 -0.77559 -0.62 -0.35 0.14
O 0.81504 3.01374 -2.89165 0.44 -0.16 -0.07
O -5.60248 1.83583 -0.82574 -0.47 0.51 -0.16
O 1.39568 -4.83396 1.68429 0.30 -0.42 0.58
O 4.46406 4.68050 -5.22608 -0.38 -0.79 -0.34
O 0.59736 4.70706 3.93994 -0.58 0.04 -0.36
O 0.70819 1.76469 -6.78603 -0.22 0.18 0.23
O -0.32342 1.39685 -1.17644 -1.10 -1.37 1.12
O 5.54244 3.78454 -0.13281 0.02 -0.35 -0.30
O -3.38604 3.47368 -3.28527 0.32 0.03 -0.25
O -3.01463 0.61638 -1.23906 -1.25 -0.49 -0.88
O 2.88327 3.75252 5.45473 -0.28 0.32 -0.17
O -1.13568 3.02607 -4.88561 0.40 -0.86 0.42
N -2.91160 -1.03193 4.48494 2.62 -0.45 2.82
N -3.76222 6.63479 3.07977 1.70 0.98 -2.84
N -1.70269 -5.00405 -2.98847 -1.68 -0.58 -3.37
N 3.81771 2.93869 4.82972 2.37 -1.36 0.25
N 2.60321 -5.43034 2.06061 2.67 -1.09 -0.80
N 0.59931 0.47090 -7.26855 1.36 -1.36 -1.40
C 1.64983 -6.92329 3.91932 0.20 0.23 -0.08
C -3.15907 4.77218 4.54808 1.25 0.50 0.10
C -0.82645 1.18083 -9.15808 0.03 -0.40 1.38
C 1.32280 -1.86861 -7.19700 0.54 -0.81 0.70
C -3.65966 -6.24422 -3.96726 -0.06 -0.89 1.32
C -3.70761 4.93697 0.67456 -1.33 1.72 -0.70
C -5.22945 4.76126 3.38578 -4.03 -1.36 0.84
C -0.59486 -0.77876 5.40951 1.76 -3.01 -0.55
C 5.49030 4.77504 4.71824 -0.94 0.63 -0.42
C -1.19787 4.36350 -5.28703 0.10 0.72 -0.39
C -0.80664 -2.11965 6.15955 -0.70 1.05 0.66
C 2.35816 1.34252 3.60109 -0.36 -0.57 0.83
C -0.42702 5.24711 -0.51020 -0.60 -1.45 0.01
C 3.03544 -3.90915 4.00968 0.78 -0.65 0.46
C -0.89388 -1.35463 2.92844 -0.44 1.24 0.98
C -3.04132 0.02646 -2.55314 1.21 -0.30 0.20
C 3.71217 3.55145 -5.72070 -0.54 1.00 -0.34
C 3.41835 1.52643 4.71680 0.23 -0.92 -0.91
C -3.21134 4.44056 2.02043 0.10 1.23 -0.42
C 5.52154 1.27397 3.19980 0.43 -0.17 2.26
C 4.67431 0.70723 4.35552 0.93 -0.20 -0.54
C 0.20353 -6.50686 -3.82233 -0.69 1.14 0.23
C 1.80185 -7.77369 1.58361 -0.61 -0.07 0.95
C -5.46175 7.56401 1.36232 -0.45 0.14 1.21
C -1.49170 -0.56465 4.18068 0.03 -0.37 1.15
C -0.69070 0.19810 -7.96136 -0.09 -1.38 0.28
C 0.36290 1.32216 0.07264 0.95 0.59 -0.62
C 0.62435 -0.60594 -5.04276 -0.51 -0.12 2.04
C -3.85127 -4.85543 -1.92609 -0.14 -0.46 -0.43
C -1.51794 0.98051 4.06508 -0.93 -1.15 -2.09
C -3.44923 6.47152 0.56802 1.14 -1.61 1.45
C -3.27098 -2.24362 5.32640 2.74 -0.54 0.05
C 4.08662 4.23203 2.71936 -0.60 0.83 -0.02
C 1.29633 -0.51306 -6.37984 -0.04 -0.58 -1.70
C -1.92622 0.31730 -6.94954 1.42 0.87 -0.16
C -0.82393 -5.34534 -4.16139 -0.83 -1.22 0.93
C 4.77945 -6.42990 3.66026 0.78 1.08 1.61
C -2.53999 -7.07702 -1.67601 0.59 1.68 -1.73
C 2.49726 -6.83536 2.60512 -0.04 0.03 -0.54
C -2.25633 -2.25318 6.51780 -0.91 0.08 0.21
C -3.16131 8.59921 1.63162 -0.54 0.43 1.48
C 4.80501 3.63974 3.93360 -0.62 0.07 0.66
C -3.13215 -3.57538 4.58765 -0.51 0.53 -1.74
C -3.97458 7.32215 1.73644 -1.40 -1.07 -0.44
C 2.89886 0.91683 6.06769 -0.18 1.68 -0.60
C -0.01288 -2.35343 -7.62319 -1.47 1.99 0.25
C -0.05443 -4.10924 -4.51223 1.17 0.80 0.73
C 3.76132 -3.19496 1.70734 0.26 -0.68 0.69
C 4.92166 -5.10225 2.91177 0.08 -1.26 -0.93
C 3.90228 -7.39533 2.91653 0.37 0.40 -0.35
C 2.76876 -0.11230 -6.05873 0.51 0.99 -1.08
C -2.79243 -6.78924 -5.07586 0.21 1.26 0.31
C -2.90205 -5.81338 -2.62401 -0.14 -0.86 -0.40
C -3.87711 5.21721 3.25112 2.01 -1.38 -0.60
C -4.65742 -2.12043 5.86427 -0.37 0.44 -0.23
C -0.61803 -1.31299 -8.58955 -0.34 0.49 1.35
C 5.92273 2.76032 3.41622 -0.73 -1.58 -2.45
C -1.76684 -5.69707 -5.34911 1.00 -0.42 -0.14
C 3.60795 -4.45882 2.65536 -3.21 1.89 -0.05
H 0.67932 5.04988 4.82987 0.13 -0.04 0.22
H 6.34104 4.29829 -0.25333 0.31 0.14 0.00
H 1.66358 -2.69085 -6.56779 0.70 0.31 0.49
H -4.76001 4.70654 0.50881 -0.31 0.03 0.31
H 2.53403 5.47785 -2.60499 0.14 -0.22 -0.03
H 1.70230 2.91256 -3.23626 0.65 -0.01 0.04
H -0.29624 0.05239 6.04837 -1.00 0.16 0.07
H -0.52736 1.41504 3.93087 -0.07 -0.04 0.41
H 2.75988 1.26018 2.59117 0.10 0.36 0.03
H 2.21197 -3.66543 -1.60764 -0.11 -0.42 0.09
H -2.25524 -4.77491 -5.66405 -0.10 0.03 -0.04
H -3.44227 -4.62050 -0.94343 -0.54 0.28 0.08
H -2.25173 0.44918 -3.17440 -0.27 0.74 -0.32
H 4.56028 -7.60687 2.07368 -0.80 -0.25 -0.85
H -0.22723 -2.06609 7.08124 0.07 -0.04 0.15
H 0.53142 -6.39346 -2.78902 -0.20 0.06 0.18
H -5.97040 5.09372 2.65875 0.35 0.08 -0.34
H -3.59659 5.14592 5.47381 -0.69 -0.26 -0.16
H 5.62388 -4.37856 3.32559 -0.12 -0.16 0.40
H -1.70312 3.00012 -4.11171 -0.78 -0.49 0.35
H -5.67287 5.02663 4.34550 0.09 0.48 0.17
H 6.93364 3.02139 3.72926 -0.22 -0.69 1.00
H 2.16838 -7.51376 4.67466 0.10 0.07 0.04
H -5.35140 -2.19967 5.02750 -0.26 0.33 0.11
H 1.91081 -1.94976 -8.11119 0.76 1.02 0.21
H 4.97253 1.04989 2.28520 0.26 0.56 -0.26
H 6.33354 5.16293 4.14677 0.05 -0.06 -0.04
H -2.10248 0.72040 -0.95844 0.49 0.24 -0.26
H 2.92168 -2.51352 1.84421 -0.12 -0.19 -0.35
H -2.14276 1.42960 4.83711 0.41 -0.05 0.19
H 1.20372 -1.18375 -4.32264 0.41 0.01 -0.03
H 1.11919 -6.35615 -4.39412 -0.17 -0.49 -0.42
H 3.29342 0.35479 -6.89219 -0.31 -0.53 -0.88
H 0.00998 -0.92349 2.49803 0.12 0.49 0.28
H 3.95733 -3.41082 0.65706 -0.50 -0.41 0.00
H -2.39196 -3.13816 7.13947 -0.37 -0.30 -0.19
H 5.32673 -5.37693 1.93783 0.21 0.10 -0.32
H -3.45371 9.27785 2.43290 0.02 0.11 0.16
H -2.11761 8.33679 1.80463 0.09 0.25 -0.36
H 0.26958 2.25800 0.62363 -0.19 -0.16 0.25
H -1.92666 -3.35657 0.86072 0.03 0.37 -0.03
H -4.91726 -2.91970 6.55836 0.25 0.00 0.07
H 2.95796 0.72651 -5.38886 -0.87 -0.27 0.84
H 4.48897 3.94944 -2.25792 0.31 -0.08 0.16
H -4.83711 -5.32035 -1.93351 -0.06 -0.20 0.84
H -1.26075 4.59554 -0.24857 -0.36 0.09 -0.26
H 0.02850 1.02136 -9.81514 -0.37 -0.13 -0.32
H -3.25757 4.49842 -0.21608 0.47 -0.44 0.34
H 0.41182 -2.22929 -1.19252 0.56 -0.05 -0.11
H -2.14740 4.67658 2.00001 0.29 -0.36 0.48
H -4.33346 -5.46883 -4.33172 0.67 0.77 -0.14
H -2.36970 6.52087 0.71050 0.30 0.18 -0.52
H -0.57504 -2.34511 3.25309 -0.53 -0.20 -0.23
H 3.72888 -8.34708 3.41872 0.24 0.07 0.21
H 5.82925 4.53217 5.72532 -0.07 -0.36 -0.13
H 3.50228 1.37083 6.85373 0.08 -0.32 0.24
H -3.36183 9.15215 0.71393 0.29 -0.35 -0.20
H 0.08464 0.44957 0.66362 -0.62 0.20 -0.08
H 5.31697 0.48917 5.20847 0.03 0.74 0.46
H -4.01915 -4.00390 -2.58549 0.45 0.41 0.29
H 3.41421 5.02172 3.05455 0.03 0.30 0.04
H -0.38228 -0.96594 -4.83020 -0.25 -0.37 -1.12
H 2.99527 -4.72635 4.72987 0.24 0.00 0.08
H 6.45415 0.70996 3.21557 -0.05 -0.25 -0.44
H -0.02376 -3.35466 -8.05393 0.10 0.03 0.10
H -1.85917 -6.74869 -0.89066 -0.40 0.22 0.28
H 2.02889 -3.49547 4.07162 0.01 0.28 -0.79
H -5.54801 8.12445 0.43143 0.02 0.28 0.20
H 1.70440 5.85571 -1.39635 -0.11 -0.43 0.22
H 0.62467 -3.80638 -3.71524 -0.04 -0.26 0.54
H 6.01105 2.95553 2.34748 0.16 0.99 -0.10
H 0.36551 -1.11757 5.02097 0.60 1.00 -0.71
H -3.37222 7.28160 4.72756 0.00 0.50 0.41
H -2.03559 1.10352 3.11376 -0.15 0.79 -0.18
H -2.52788 -1.42114 7.16747 0.04 0.28 0.09
H 4.48508 -0.31853 4.03909 -1.04 -0.10 -0.03
H -4.43524 -6.98626 -3.77758 0.17 -0.45 0.86
H -1.76299 1.16738 -6.28711 0.32 0.36 -0.08
H -3.40963 -7.60201 -1.28078 0.13 0.03 -0.19
H -1.88473 -7.67076 -2.31337 -0.39 -0.71 0.08
H 3.17477 3.72452 6.36898 -0.13 0.27 0.26
H 0.67350 3.84061 -1.48465 -0.63 0.36 -0.50
H 1.83135 0.40820 3.79503 -0.05 -0.25 -0.10
H -0.25391 -7.49235 -3.90993 0.29 -0.01 -0.30
H 1.59077 2.11124 3.69215 0.13 0.26 -0.23
H -2.71817 -1.01393 -2.58838 -0.36 -0.42 0.67
H -0.64437 5.78902 -1.43062 -0.21 0.65 0.35
H -5.96923 1.06107 -0.39974 -0.05 -0.17 0.09
H 0.86181 -4.94212 2.47479 -0.85 0.43 0.26
H -1.63410 -1.32455 2.12889 -0.08 -0.52 0.06
H 4.44859 -6.22840 4.67910 -0.33 -0.04 0.14
H -2.99850 3.69571 4.60762 -0.45 -0.05 -0.08
H -4.70424 1.58719 -1.04385 0.65 -0.39 0.22
H -3.38452 3.36454 2.00289 0.10 -0.01 0.83
H -6.09891 6.68699 1.24836 0.61 -0.52 -0.28
H 0.08602 1.98725 -1.81313 0.52 0.12 -0.09
H -0.59463 -2.31171 -6.70236 -0.58 -0.61 -0.12
H -0.41673 -3.00071 5.64984 -0.13 0.10 -0.48
H 2.29932 -8.05944 0.65680 0.04 0.87 -0.12
H 3.34003 -2.65763 -1.66859 0.22 0.13 0.01
H -3.43965 -4.47985 5.11249 0.24 0.19 0.35
H 4.83663 4.43093 -0.14828 -0.26 0.36 0.17
H -0.77685 2.22041 -8.83420 -0.10 -0.03 0.17
H 4.79975 4.66364 2.01704 -0.03 0.15 0.21
H 3.00902 3.13966 -4.99676 0.39 -0.21 0.39
H -3.45725 -6.94788 -5.92495 0.31 -0.14 -0.28
H 1.42331 1.16786 -0.12696 0.34 0.08 0.05
H -5.97940 8.03710 2.19678 0.07 0.74 -0.12
H -5.31800 3.67565 3.42719 0.26 -0.24 -0.28
H -2.86836 0.62305 -7.40448 -0.12 -0.84 -0.25
H -2.22502 4.69397 -5.44146 -0.06 -0.07 -0.19
H -0.12165 -0.88787 -0.73658 -0.01 0.28 -0.20
H -1.63531 -1.66464 -8.76154 -0.21 0.44 -0.41
H 1.87009 1.24472 6.21670 -0.10 -0.03 0.14
H 0.77974 -7.40273 1.50766 0.06 0.23 -0.96
H -1.27526 -3.74901 -1.62912 -0.29 0.43 -0.29
H -0.77736 4.97138 -4.48594 0.27 0.51 -0.26
H -3.78740 2.80120 -2.73487 -0.17 -0.34 0.23
H -3.81070 -3.48126 3.73982 -0.37 -0.23 -0.18
H 0.05088 1.78039 -6.08653 -0.33 0.74 0.57
H 0.68705 -7.41612 3.78413 -0.08 0.20 -0.18
H 3.28422 3.41520 -1.51288 -0.08 -0.10 0.36
H 3.74936 -3.19752 4.42440 -0.10 0.30 0.01
H 3.40760 -0.94192 -5.75586 -0.42 -0.22 0.16
H -0.62917 4.42370 -6.21497 -0.01 0.38 0.13
H 2.91645 -0.17142 6.12671 0.25 0.09 -0.31
H -0.66925 -3.21451 -4.61001 -0.22 -0.27 -0.62
H -3.48942 4.28456 -2.78727 -0.07 0.28 0.16
H 0.55575 0.39575 -4.61848 0.35 0.29 0.08
H 1.50095 -5.92888 4.34013 -0.24 -0.15 0.07
H 5.79837 -6.78490 3.81480 0.00 -0.52 -0.18
H -4.70361 -1.15469 6.36757 -0.51 0.03 0.05
H -2.14973 5.17635 4.62529 0.32 0.12 -0.55
H 4.29259 2.77148 -6.21352 0.33 -0.01 0.36
H -2.19290 -3.69586 4.04786 0.34 -0.16 0.56
H 3.43743 3.57102 2.14514 0.28 -0.56 0.17
H -0.05141 -1.36233 -9.51939 -0.04 0.45 -0.10
H -1.81897 0.99238 -9.56736 0.25 0.05 -0.59
H -4.02380 0.07623 -3.02256 0.03 0.40 0.28
H 3.04054 3.94344 -6.48447 0.20 0.18 -0.14
H 1.59470 -8.73840 2.04679 0.39 -0.17 0.50
H -3.70743 6.94772 -0.37785 -0.14 -0.16 0.05
H -0.27343 5.80875 0.41125 0.32 0.55 -0.48
H 4.76115 5.58353 4.77083 0.12 0.23 0.38
H -2.27924 -7.72111 -4.83851 -0.21 -0.11 0.17
H -4.25793 -0.03051 3.88551 -0.51 0.24 -0.60
H -1.11493 -6.03336 -6.15536 0.16 0.21 -0.25
H 0.67909 -4.27093 -5.30211 -0.59 0.03 -0.63
H 1.47858 4.77854 3.57311 0.27 -0.07 0.02
H -0.91875 -4.45105 0.58117 0.34 -0.11 -0.23
H 0.27330 3.16892 -3.66538 -0.79 -0.08 -0.84
H -1.94815 -0.48366 -6.21056 -0.51 -0.48 -0.61
H 4.94823 4.42684 -4.43687 -0.04 -0.17 -0.09
H 4.65217 -2.63606 1.99388 0.12 0.01 0.46
```
Forces are in eV/Å.